No. 1
38
Properties=species:S:1:pos:R:3:lowdin_charge:R:1 method="wB97M-V/def2-TZVPD" multiplicity=1 de_lowest_kj_mol=0.00 smiles="O=[N+]([O-])c1ccccc1.ClCCCl.ClCCCl.ClCCCl" homo_energy_ha=-0.37499 charge=0 lumo_energy_ev=-0.5
O -0.257 -1.259 -2.153 0.068
N 0.955 -1.278 -2.185 -0.342
O 1.649 -0.559 -2.871 0.089
C 1.625 -2.344 -1.420 -0.155
C 0.873 -3.063 -0.514 -0.028
C 1.481 -4.114 0.146 -0.056
C 2.849 -4.361 -0.043 -0.113
C 3.589 -3.598 -0.922 -0.099
C 2.962 -2.599 -1.657 -0.016
H -0.177 -2.836 -0.408 0.092
H 0.981 -4.785 0.832 0.114
H 3.297 -5.185 0.499 0.106
H 4.658 -3.730 -1.024 0.118
H 3.520 -1.989 -2.351 0.125
Cl 4.149 -2.829 2.486 0.580
C 3.366 -1.564 1.473 -0.643
C 3.672 -0.198 2.058 -0.627
Cl 2.871 1.076 1.074 0.574
H 2.302 -1.778 1.435 0.058
H 3.796 -1.666 0.481 0.045
H 4.735 0.018 2.029 0.067
H 3.310 -0.096 3.076 0.067
Cl -5.890 6.156 -2.133 0.528
C -5.740 6.030 -0.353 -0.664
C -5.990 4.632 0.148 -0.683
Cl -4.714 3.503 -0.318 0.567
H -6.430 6.751 0.083 0.071
H -4.747 6.401 -0.098 0.067
H -6.949 4.279 -0.228 0.069
H -6.056 4.646 1.235 0.073
Cl -1.043 2.430 -1.117 0.573
C -1.746 1.029 -0.287 -0.671
C -0.716 0.482 0.683 -0.743
Cl -1.224 -0.955 1.534 0.610
H -2.051 0.275 -1.007 0.061
H -2.638 1.375 0.232 0.040
H -0.518 1.267 1.419 0.065
H 0.246 0.437 0.167 0.013


No. 2
32
Properties=species:S:1:pos:R:3:lowdin_charge:R:1 method="wB97M-V/def2-TZVPD" multiplicity=1 de_lowest_kj_mol=181.80 homo_energy_ha="-0.30068 / -0.30772" charge=0 lumo_energy_ev="-1.0 / -0.1"
C -0.018 -2.537 1.321 -0.066
C -0.391 -1.469 0.539 -0.111
C 2.240 -1.719 1.268 -0.012
C 1.333 -2.693 1.596 -0.309
C 1.871 -0.553 0.551 -0.283
C 0.553 -0.475 0.289 -0.021
C -1.960 0.233 -2.360 -0.241
C 1.732 -3.823 2.468 -0.052
C 2.926 0.480 0.138 -0.030
C -2.334 3.158 -1.983 -0.051
C -1.889 2.191 0.316 -0.057
C -1.253 2.562 -1.062 -0.616
O 0.346 1.322 -2.784 -0.429
F -0.254 3.497 -0.820 0.002
S -0.601 0.956 -1.743 0.864
H -0.698 -3.333 1.713 0.130
H -1.499 -1.261 0.301 0.115
H 3.331 -1.875 1.384 0.125
H -1.739 -0.489 -3.172 0.045
H -2.624 -0.327 -1.665 0.031
H 2.783 -3.985 2.454 0.068
H 1.487 -3.506 3.487 0.095
H 1.130 -4.678 2.227 0.073
H 2.923 0.704 -0.921 0.070
H 2.839 1.430 0.743 0.099
H 3.857 -0.034 0.453 0.070
H -2.010 4.059 -2.584 0.110
H -3.239 3.455 -1.414 0.091
H -2.712 2.461 -2.684 0.037
H -1.126 1.611 0.865 0.061
H -2.143 3.063 0.879 0.072
H -2.861 1.572 0.201 0.119


No. 3
30
Properties=species:S:1:pos:R:3:lowdin_charge:R:1 method="wB97M-V/def2-TZVPD" multiplicity=1 de_lowest_kj_mol=225.64 smiles=CCc1c[nH]c2ccccc12.CC homo_energy_ha=-0.29257 charge=0 lumo_energy_ev=1.0
C -0.153 -1.584 -0.770 -0.095
C -0.526 -0.517 0.326 -0.176
C 0.419 0.605 0.224 -0.245
C 0.645 1.350 -0.878 -0.037
N 1.688 2.354 -0.630 0.081
C 2.112 2.083 0.712 -0.183
C 3.281 2.507 1.416 -0.039
C 3.665 1.818 2.523 -0.102
C 2.780 0.855 3.137 -0.105
C 1.625 0.469 2.517 -0.033
C 1.406 1.001 1.197 -0.144
H 0.673 -2.235 -0.556 0.055
H 0.100 -1.178 -1.796 0.093
H -0.929 -2.385 -0.763 0.043
H -1.584 -0.266 0.192 0.097
H -0.423 -0.909 1.448 0.139
H 0.073 1.375 -1.798 0.115
H 2.217 2.916 -1.294 0.139
H 3.844 3.332 1.252 0.067
H 4.685 2.074 2.965 0.122
H 3.023 0.412 4.155 0.115
H 0.982 -0.264 2.993 0.098
C -3.439 -2.348 -1.721 -0.180
C -3.907 -1.110 -2.574 -0.153
H -4.226 -3.111 -1.678 0.051
H -2.498 -2.782 -1.791 -0.002
H -3.538 -2.125 -0.566 0.094
H -4.640 -0.392 -2.138 0.062
H -4.359 -1.490 -3.531 0.070
H -3.000 -0.459 -2.574 0.054


No. 4
30
Properties=species:S:1:pos:R:3:lowdin_charge:R:1 method="wB97M-V/def2-TZVPD" multiplicity=1 de_lowest_kj_mol=121.68 smiles=Cc1c[nH]c2ccccc12.CCC homo_energy_ha=-0.29822 charge=0 lumo_energy_ev=0.9
C -2.427 -0.694 -1.917 -0.045
C -1.832 -0.020 -0.746 -0.252
C -1.831 1.261 -0.378 -0.061
N -1.217 1.457 0.882 0.072
C -0.688 0.225 1.219 -0.238
C 0.260 -0.063 2.224 -0.038
C 0.711 -1.341 2.434 -0.092
C 0.268 -2.318 1.530 -0.115
C -0.514 -2.041 0.448 -0.051
C -1.121 -0.765 0.294 -0.127
H -2.197 -1.750 -1.958 0.069
H -2.067 -0.320 -2.886 0.082
H -3.497 -0.465 -1.930 0.084
H -2.267 2.141 -0.828 0.121
H -0.596 2.254 1.004 0.141
H 0.630 0.852 2.682 0.108
H 1.422 -1.553 3.217 0.100
H 0.675 -3.292 1.798 0.101
H -0.541 -2.707 -0.407 0.108
C 1.981 -0.094 -1.239 -0.089
C 2.369 1.359 -0.890 -0.308
C 2.620 2.196 -2.130 -0.137
H 0.946 -0.421 -1.145 0.045
H 2.005 -0.145 -2.336 0.067
H 2.651 -0.797 -0.756 0.072
H 3.272 1.375 -0.258 0.098
H 1.745 1.818 -0.114 0.078
H 1.780 2.391 -2.798 0.071
H 3.334 1.639 -2.750 0.070
H 3.157 3.132 -1.954 0.066


No. 5
33
Properties=species:S:1:pos:R:3:lowdin_charge:R:1 method="wB97M-V/def2-TZVPD" multiplicity=1 de_lowest_kj_mol=61.92 smiles="Cc1ccccc1NC(=O)NCCN1CC1" homo_energy_ha=-0.31556 charge=0 lumo_energy_ev=0.8
C 3.766 -1.510 -0.648 -0.043
C 2.401 -1.597 -1.263 -0.214
C 2.221 -2.164 -2.514 -0.049
C 0.967 -2.248 -3.095 -0.091
C -0.137 -1.776 -2.408 -0.085
C 0.019 -1.216 -1.153 -0.038
C 1.282 -1.102 -0.577 -0.211
N 1.453 -0.545 0.693 0.135
C 0.887 0.576 1.271 -0.554
O 1.143 0.856 2.423 0.060
N 0.093 1.325 0.464 0.071
C -0.532 2.542 0.918 -0.160
C -2.062 2.467 0.860 -0.203
N -2.564 1.714 1.981 -0.121
C -3.875 1.128 1.899 -0.145
C -2.661 0.284 1.873 -0.146
H 3.847 -2.181 0.208 0.086
H 4.527 -1.793 -1.371 0.077
H 3.972 -0.497 -0.305 0.086
H 3.081 -2.543 -3.047 0.110
H 0.852 -2.688 -4.074 0.100
H -1.123 -1.854 -2.840 0.103
H -0.848 -0.893 -0.597 0.093
H 2.182 -0.946 1.265 0.142
H 0.030 1.095 -0.514 0.123
H -0.222 2.688 1.955 0.122
H -0.184 3.384 0.309 0.119
H -2.469 3.480 0.939 0.120
H -2.374 2.044 -0.113 0.119
H -4.468 1.193 2.800 0.098
H -4.440 1.235 0.977 0.103
H -2.363 -0.269 2.752 0.105
H -2.401 -0.190 0.931 0.087


No. 6
44
Properties=species:S:1:pos:R:3:lowdin_charge:R:1 method="wB97M-V/def2-TZVPD" multiplicity=3 de_lowest_kj_mol=0.00 homo_energy_ha="-0.08442 / -0.08703" charge=-2 lumo_energy_ev="4.4 / 4.4"
V -1.311 -0.412 0.749 0.588
S 0.505 -1.423 1.974 0.588
C 1.662 -2.116 0.843 -1.151
S 1.193 -2.761 -0.652 0.567
C 3.002 -2.117 1.262 -0.443
C 4.041 -2.663 0.457 -0.301
N 4.921 -3.061 -0.178 0.100
C 3.437 -1.540 2.488 -0.316
N 3.853 -1.078 3.463 0.112
N 2.567 1.131 0.580 0.033
C 2.491 2.225 1.547 -0.280
C 1.099 2.318 2.161 -0.122
C 0.013 2.469 1.101 -0.630
O -0.100 3.530 0.499 0.022
O -0.731 1.433 0.905 -0.197
H 2.195 0.287 1.010 -0.004
H 3.533 0.927 0.354 0.070
H 2.713 3.164 1.031 0.102
H 3.212 2.116 2.369 0.098
H 1.071 3.209 2.792 0.111
H 0.902 1.437 2.773 0.090
C -2.593 -2.695 -1.053 -0.214
O -2.008 -1.744 -0.252 -0.459
H -1.895 -3.523 -1.229 0.059
H -2.866 -2.267 -2.026 0.075
H -3.506 -3.099 -0.592 0.073
N 1.782 -0.362 -2.774 -0.007
C 0.697 0.382 -2.137 -0.186
C -0.637 0.044 -2.781 -0.529
O -0.526 -0.661 -3.911 0.088
O -1.697 0.408 -2.343 0.076
H 2.641 0.171 -2.728 0.074
H 0.445 -0.828 -3.982 0.083
H 1.941 -1.216 -2.232 -0.026
H 0.837 1.457 -2.263 0.136
H 0.635 0.214 -1.063 0.067
C -4.260 1.284 -0.547 -0.087
O -3.489 0.617 0.453 -0.324
C -4.013 0.315 1.656 -1.330
S -5.596 0.619 2.051 0.529
S -2.852 -0.512 2.589 0.634
H -3.585 1.398 -1.386 0.073
H -4.599 2.246 -0.164 0.079
H -5.124 0.678 -0.817 0.077


No. 7
34
Properties=species:S:1:pos:R:3:lowdin_charge:R:1 method="wB97M-V/def2-TZVPD" multiplicity=1 de_lowest_kj_mol=121.79 smiles=CCCn1nnnc1NCc1ccccc1C homo_energy_ha=-0.32500 charge=0 lumo_energy_ev=0.5
C 3.310 -2.623 -0.376 -0.103
C 2.359 -2.224 0.745 -0.237
C 2.757 -0.882 1.368 -0.158
N 2.620 0.197 0.435 -0.077
N 3.664 0.761 -0.215 0.022
N 3.201 1.627 -1.003 -0.062
N 1.875 1.701 -0.946 0.058
C 1.500 0.806 -0.050 -0.374
N 0.239 0.480 0.296 0.081
C -0.867 1.318 -0.139 -0.139
C -2.106 0.472 -0.270 -0.180
C -2.289 -0.257 -1.438 -0.036
C -3.387 -1.080 -1.602 -0.084
C -4.320 -1.180 -0.586 -0.085
C -4.143 -0.461 0.582 -0.050
C -3.041 0.365 0.763 -0.233
C -2.891 1.129 2.047 -0.046
H 2.992 -3.558 -0.830 0.071
H 3.336 -1.858 -1.149 0.067
H 4.320 -2.750 0.008 0.075
H 2.368 -2.983 1.529 0.108
H 1.340 -2.153 0.354 0.100
H 2.141 -0.670 2.250 0.120
H 3.807 -0.902 1.666 0.126
H 0.112 -0.019 1.163 0.134
H -0.574 1.728 -1.108 0.117
H -1.022 2.154 0.553 0.119
H -1.555 -0.170 -2.226 0.117
H -3.515 -1.637 -2.518 0.102
H -5.186 -1.816 -0.701 0.102
H -4.875 -0.544 1.374 0.107
H -3.678 0.853 2.745 0.076
H -1.931 0.928 2.521 0.076
H -2.960 2.201 1.866 0.086


No. 8
40
Properties=species:S:1:pos:R:3:lowdin_charge:R:1 method="wB97M-V/def2-TZVPD" multiplicity=2 de_lowest_kj_mol=0.00 homo_energy_ha="-0.56241 / -0.56241" charge=+2 lumo_energy_ev="-7.6 / -7.3"
Ti -0.621 -1.208 -0.723 1.240
N -1.870 -2.112 0.802 0.008
N -1.548 -3.231 -0.044 -0.012
C -2.160 -3.165 -1.366 -0.635
O -2.574 -4.116 -1.927 0.209
O -2.017 -1.914 -1.793 -0.111
H -1.473 -2.272 1.726 0.143
H -2.877 -1.966 0.901 0.150
H -1.612 -4.143 0.401 0.170
O 0.449 4.137 4.498 -0.014
C -0.935 4.123 4.251 -0.227
N -1.107 3.877 2.835 0.113
C -1.058 2.629 2.344 -0.433
O -1.044 1.605 3.003 0.083
C -1.077 2.478 0.836 -0.064
C -1.523 3.384 -0.119 0.062
C -1.537 3.014 -1.462 0.016
C -1.124 1.750 -1.828 -0.053
N -0.671 0.878 -0.907 -0.063
C -0.648 1.247 0.380 -0.081
H 0.611 4.264 5.439 0.106
H -1.399 5.084 4.481 0.137
H -1.442 3.323 4.793 0.134
H -0.938 4.655 2.217 0.147
H -1.888 4.362 0.167 0.138
H -1.893 3.698 -2.219 0.134
H -1.151 1.406 -2.853 0.140
H -0.291 0.537 1.134 0.123
C 3.847 -3.466 -3.280 0.040
N 2.998 -2.791 -2.295 -0.087
C 3.380 -2.406 -1.032 -0.003
C 2.294 -1.830 -0.461 -0.098
N 1.247 -1.862 -1.370 -0.084
C 1.723 -2.456 -2.467 -0.088
H 4.858 -3.514 -2.888 0.106
H 3.849 -2.904 -4.211 0.110
H 3.477 -4.475 -3.449 0.111
H 4.377 -2.573 -0.664 0.146
H 2.202 -1.395 0.522 0.120
H 1.164 -2.648 -3.370 0.165